{
  "formula": "C51H113FN2O2",
  "method": "wB97M-V/def2-TZVPD",
  "species": ["C", "C", "C", "C", "C", "C", "C", "C", "C", "C", "C", "C", "C", "C", "C", "O", "C", "C", "C", "C", "O", "C", "C", "F", "C", "C", "C", "C", "C", "C", "N", "N", "H", "H", "H", "H", "H", "H", "H", "H", "H", "H", "H", "H", "H", "H", "H", "H", "H", "H", "H", "H", "H", "H", "H", "H", "H", "H", "H", "H", "H", "H", "H", "H", "H", "H", "H", "H", "H", "H", "H", "H", "H", "H", "H", "H", "H", "H", "H", "H", "H", "H", "H", "H", "H", "H", "H", "H", "H", "C", "C", "C", "C", "C", "C", "H", "H", "H", "H", "H", "H", "H", "H", "H", "H", "H", "H", "H", "H", "C", "C", "C", "C", "C", "C", "H", "H", "H", "H", "H", "H", "H", "H", "H", "H", "H", "H", "H", "H", "C", "C", "C", "C", "C", "C", "H", "H", "H", "H", "H", "H", "H", "H", "H", "H", "H", "H", "H", "H", "C", "C", "C", "C", "C", "C", "H", "H", "H", "H", "H", "H", "H", "H", "H", "H", "H", "H", "H", "H"],
  "positions_angstrom": [[0.087, -2.121, 4.717], [1.045, -2.185, 3.507], [1.299, -3.604, 2.955], [1.349, -3.654, 1.420], [0.048, -3.304, 0.701], [-1.118, -4.267, 0.932], [-1.857, -4.083, 2.278], [-3.369, -3.932, 2.150], [-4.017, -3.736, 3.536], [-4.060, -2.280, 3.980], [-5.028, -1.360, 3.224], [-4.864, 0.093, 3.741], [-4.801, 1.139, 2.618], [-4.092, 2.461, 2.967], [-2.920, 2.383, 3.939], [-1.679, 1.781, 3.574], [-0.992, 1.973, 2.343], [-1.553, 1.143, 1.170], [-1.820, -0.337, 1.461], [-2.506, -1.021, 0.274], [-1.868, -0.677, -0.959], [0.393, 1.328, 2.663], [1.181, 1.937, 3.805], [1.175, 1.360, 1.509], [-0.755, 3.482, 1.932], [-1.312, 3.901, 0.548], [-0.400, 3.565, -0.642], [-0.337, 4.679, -1.696], [0.699, 4.312, -2.767], [0.818, 5.406, -3.835], [-1.197, 4.500, 2.868], [-0.527, 4.536, 4.098], [-0.428, -3.071, 4.872], [-0.676, -1.349, 4.583], [0.617, -1.878, 5.640], [2.011, -1.784, 3.827], [0.694, -1.516, 2.719], [0.580, -4.322, 3.355], [2.281, -3.933, 3.312], [1.741, -4.620, 1.089], [2.092, -2.901, 1.129], [-0.220, -2.275, 0.955], [0.265, -3.295, -0.373], [-1.835, -4.199, 0.108], [-0.711, -5.285, 0.895], [-1.467, -3.175, 2.756], [-1.639, -4.924, 2.939], [-3.792, -4.825, 1.679], [-3.626, -3.078, 1.520], [-3.390, -4.273, 4.258], [-5.006, -4.197, 3.613], [-4.359, -2.237, 5.035], [-3.051, -1.850, 3.947], [-6.040, -1.737, 3.385], [-4.815, -1.383, 2.153], [-5.710, 0.335, 4.390], [-3.957, 0.093, 4.344], [-5.833, 1.370, 2.329], [-4.358, 0.688, 1.727], [-4.819, 3.141, 3.423], [-3.775, 2.945, 2.039], [-2.733, 3.397, 4.316], [-3.243, 1.820, 4.816], [-0.850, 1.178, 0.346], [-2.489, 1.573, 0.800], [-2.429, -0.469, 2.356], [-0.888, -0.885, 1.642], [-2.442, -2.106, 0.387], [-3.571, -0.771, 0.225], [-2.521, -0.329, -1.558], [0.233, 0.276, 2.909], [0.515, 2.116, 4.647], [1.636, 2.883, 3.519], [1.937, 1.229, 4.149], [0.323, 3.620, 1.821], [-1.366, 4.993, 0.610], [-2.335, 3.557, 0.386], [-0.757, 2.661, -1.145], [0.610, 3.349, -0.281], [-0.075, 5.625, -1.218], [-1.319, 4.728, -2.176], [0.411, 3.369, -3.236], [1.673, 4.166, -2.291], [1.686, 5.242, -4.475], [0.920, 6.387, -3.365], [-0.072, 5.428, -4.466], [-2.204, 4.581, 2.934], [-0.490, 5.475, 4.457], [-0.879, 3.884, 4.791], [7.141, -1.293, -2.216], [5.798, -0.698, -2.629], [5.460, 0.605, -1.907], [5.327, 0.482, -0.388], [4.286, -0.533, 0.081], [2.868, -0.203, -0.373], [7.157, -1.560, -1.158], [7.354, -2.200, -2.784], [7.952, -0.586, -2.400], [5.006, -1.434, -2.468], [5.816, -0.501, -3.705], [4.534, 1.011, -2.323], [6.237, 1.345, -2.129], [5.070, 1.466, 0.017], [6.297, 0.224, 0.046], [4.309, -0.571, 1.174], [4.557, -1.535, -0.263], [2.561, 0.781, -0.012], [2.156, -0.932, 0.018], [2.776, -0.209, -1.460], [4.029, -2.097, -6.203], [5.089, -1.156, -6.766], [4.565, 0.250, -7.053], [3.452, 0.320, -8.100], [3.814, -0.268, -9.463], [4.979, 0.445, -10.143], [3.211, -2.256, -6.908], [4.462, -3.073, -5.979], [3.607, -1.697, -5.278], [5.521, -1.591, -7.672], [5.908, -1.078, -6.047], [5.400, 0.884, -7.364], [4.191, 0.685, -6.120], [3.166, 1.369, -8.231], [2.560, -0.187, -7.721], [2.935, -0.209, -10.110], [4.046, -1.332, -9.362], [4.758, 1.505, -10.282], [5.178, 0.015, -11.126], [5.898, 0.366, -9.560], [-5.244, -6.803, -0.342], [-6.655, -7.203, -0.763], [-7.740, -6.650, 0.159], [-7.653, -7.125, 1.611], [-7.693, -8.641, 1.795], [-8.985, -9.281, 1.296], [-4.991, -7.196, 0.644], [-4.504, -7.185, -1.046], [-5.145, -5.716, -0.309], [-6.725, -8.293, -0.818], [-6.842, -6.836, -1.775], [-8.720, -6.907, -0.252], [-7.688, -5.557, 0.150], [-8.480, -6.678, 2.171], [-6.739, -6.736, 2.069], [-7.574, -8.863, 2.859], [-6.839, -9.103, 1.292], [-9.852, -8.857, 1.807], [-8.983, -10.356, 1.481], [-9.121, -9.134, 0.224], [3.621, 5.666, 2.483], [3.087, 5.905, 1.073], [4.175, 6.047, 0.013], [5.126, 7.228, 0.197], [4.441, 8.592, 0.270], [3.668, 8.953, -0.995], [4.222, 6.502, 2.846], [2.795, 5.520, 3.182], [4.242, 4.768, 2.508], [2.435, 6.783, 1.070], [2.451, 5.057, 0.798], [3.690, 6.117, -0.966], [4.771, 5.129, -0.010], [5.838, 7.231, -0.634], [5.723, 7.082, 1.102], [5.204, 9.355, 0.450], [3.768, 8.627, 1.131], [4.327, 8.953, -1.867], [3.226, 9.947, -0.912], [2.857, 8.249, -1.187]],
  "forces_ev_per_a": [[0.058, 0.154, -0.111], [0.075, -0.234, 0.430], [0.255, 0.012, -0.151], [0.110, 0.401, 0.351], [0.210, -0.187, -0.402], [0.114, -0.227, 0.400], [0.110, 0.439, -0.484], [-0.417, -0.283, 0.491], [0.369, -0.089, 0.063], [-0.289, 0.123, 0.236], [0.438, 0.065, 0.252], [-0.345, -0.350, -0.364], [-0.136, -0.109, 0.035], [0.115, -0.276, -0.286], [-0.036, 0.359, 0.346], [-0.528, -0.217, -0.016], [0.794, -0.079, -0.464], [-0.611, -0.274, 0.357], [0.107, -0.048, -0.266], [0.078, -0.043, 0.010], [0.291, -0.145, 0.315], [-0.221, 0.042, 0.767], [-0.129, -0.095, 0.066], [-0.072, 0.092, 0.007], [-0.251, 0.163, -0.490], [0.235, 0.364, 0.146], [-0.357, 0.000, -0.072], [0.302, -1.112, -0.020], [-0.132, 0.677, -0.071], [0.026, -0.262, 0.122], [0.204, 0.327, 0.026], [0.233, -0.209, -0.086], [-0.019, 0.022, -0.007], [0.001, -0.016, 0.011], [-0.017, -0.071, -0.027], [-0.041, 0.139, -0.164], [0.043, -0.268, -0.017], [-0.075, 0.074, -0.056], [-0.111, -0.097, 0.054], [-0.143, -0.047, -0.015], [0.042, -0.146, -0.132], [-0.043, -0.357, -0.147], [-0.001, 0.093, 0.049], [0.035, 0.061, 0.003], [-0.102, 0.011, -0.132], [-0.037, -0.145, 0.105], [-0.032, 0.056, 0.108], [0.073, 0.041, -0.089], [0.022, -0.204, -0.051], [-0.133, -0.056, 0.009], [-0.052, 0.143, -0.202], [0.119, -0.052, -0.016], [-0.036, -0.073, -0.082], [-0.080, 0.088, -0.190], [-0.117, -0.085, -0.014], [0.205, 0.037, 0.208], [-0.017, 0.187, 0.000], [0.112, 0.041, -0.094], [0.179, 0.048, 0.121], [0.098, -0.008, 0.112], [-0.036, 0.068, 0.023], [-0.061, -0.154, -0.062], [0.126, -0.036, -0.022], [0.072, 0.170, -0.021], [0.061, 0.073, 0.045], [-0.067, 0.017, 0.035], [-0.214, 0.448, 0.058], [0.010, 0.230, -0.029], [0.017, 0.133, 0.056], [-0.238, 0.138, -0.276], [-0.162, 0.216, -0.148], [0.011, -0.001, -0.045], [0.050, -0.014, 0.033], [0.124, 0.100, -0.188], [0.001, -0.035, 0.277], [-0.041, -0.063, -0.002], [0.011, -0.023, -0.045], [0.164, -0.054, 0.039], [0.004, -0.007, -0.006], [-0.135, 0.120, -0.107], [-0.030, 0.452, 0.079], [0.091, -0.055, 0.045], [-0.046, -0.072, 0.015], [-0.045, 0.033, -0.039], [0.048, 0.012, -0.036], [0.001, 0.052, -0.007], [0.028, -0.145, -0.021], [-0.106, 0.081, 0.009], [-0.117, 0.043, 0.053], [-0.075, -0.055, -0.034], [0.085, 0.029, -0.037], [-0.041, 0.018, -0.009], [0.039, -0.015, 0.018], [-0.083, 0.025, -0.009], [0.052, 0.057, -0.034], [0.012, 0.014, 0.007], [0.022, 0.003, 0.003], [0.008, 0.012, 0.032], [-0.020, 0.016, 0.001], [-0.036, -0.014, -0.006], [-0.007, 0.002, 0.015], [0.014, -0.006, -0.013], [-0.025, 0.004, 0.013], [0.011, 0.003, -0.017], [0.000, -0.015, 0.011], [0.043, -0.008, 0.012], [0.098, -0.145, -0.128], [-0.056, 0.043, -0.009], [0.023, -0.037, -0.032], [0.100, -0.027, -0.035], [-0.047, 0.008, 0.084], [0.031, 0.021, -0.014], [-0.032, -0.012, 0.022], [0.017, 0.064, -0.027], [-0.025, -0.071, -0.016], [-0.014, 0.011, 0.007], [-0.033, -0.009, 0.026], [-0.028, 0.005, -0.007], [0.007, 0.021, -0.013], [0.026, -0.013, -0.027], [-0.010, 0.005, -0.008], [0.005, -0.011, 0.012], [0.001, 0.002, -0.016], [0.009, -0.002, 0.011], [-0.002, -0.024, -0.002], [-0.016, -0.008, 0.014], [0.016, 0.014, 0.022], [0.008, 0.016, -0.005], [0.002, 0.011, 0.005], [-0.016, -0.062, -0.060], [0.030, 0.074, 0.018], [-0.035, -0.018, -0.008], [0.031, 0.027, 0.017], [-0.070, 0.000, 0.014], [0.066, -0.035, 0.011], [0.009, 0.017, 0.008], [0.018, 0.020, 0.009], [0.012, 0.006, 0.031], [-0.025, -0.004, 0.004], [0.001, -0.024, -0.009], [-0.003, -0.003, 0.016], [0.010, 0.003, -0.014], [-0.006, -0.013, 0.006], [-0.001, 0.006, -0.013], [0.021, -0.010, -0.004], [0.018, 0.013, 0.005], [-0.012, 0.018, -0.021], [-0.019, 0.001, -0.001], [-0.009, 0.008, -0.002], [-0.110, -0.014, -0.055], [-0.015, -0.081, 0.120], [-0.026, -0.037, -0.142], [-0.011, 0.022, 0.087], [0.017, 0.020, -0.071], [-0.012, 0.031, 0.070], [0.002, 0.009, -0.023], [0.031, -0.006, 0.033], [0.031, 0.013, 0.024], [0.017, 0.006, -0.017], [-0.022, 0.025, -0.018], [0.055, -0.008, -0.020], [-0.034, -0.028, 0.001], [0.000, 0.016, -0.006], [-0.016, -0.009, 0.001], [-0.011, 0.005, 0.020], [0.013, -0.012, 0.015], [-0.008, -0.027, -0.014], [0.000, 0.000, -0.019], [0.003, -0.007, -0.009]],
  "lowdin_charge": [-0.09, -0.24, -0.20, -0.20, -0.21, -0.18, -0.20, -0.20, -0.19, -0.22, -0.19, -0.19, -0.18, -0.15, -0.20, -0.08, -0.32, -0.10, -0.14, -0.24, -0.05, -0.29, -0.01, -0.01, -0.23, -0.15, -0.21, -0.22, -0.27, -0.12, -0.10, 0.01, 0.06, 0.06, 0.07, 0.11, 0.06, 0.09, 0.11, 0.11, 0.09, 0.07, 0.12, 0.10, 0.11, 0.09, 0.11, 0.10, 0.08, 0.11, 0.11, 0.12, 0.09, 0.11, 0.09, 0.12, 0.09, 0.12, 0.08, 0.12, 0.10, 0.09, 0.12, 0.11, 0.11, 0.10, 0.07, 0.08, 0.11, 0.08, 0.10, 0.07, 0.07, 0.08, 0.13, 0.11, 0.10, 0.11, 0.10, 0.11, 0.12, 0.11, 0.10, 0.07, 0.06, 0.07, 0.10, 0.08, 0.06, -0.11, -0.27, -0.23, -0.23, -0.26, -0.10, 0.06, 0.07, 0.07, 0.10, 0.09, 0.10, 0.11, 0.11, 0.10, 0.10, 0.10, 0.06, 0.05, 0.07, -0.11, -0.27, -0.23, -0.23, -0.27, -0.11, 0.06, 0.07, 0.07, 0.10, 0.09, 0.10, 0.11, 0.11, 0.10, 0.10, 0.10, 0.07, 0.07, 0.06, -0.12, -0.27, -0.23, -0.23, -0.27, -0.11, 0.06, 0.07, 0.07, 0.10, 0.10, 0.10, 0.11, 0.11, 0.10, 0.10, 0.10, 0.07, 0.07, 0.06, -0.10, -0.27, -0.23, -0.23, -0.27, -0.11, 0.07, 0.06, 0.08, 0.10, 0.09, 0.10, 0.11, 0.11, 0.10, 0.10, 0.10, 0.07, 0.07, 0.06],
  "smiles": "CCCCCCCCCCCCCCCO[C@](CCCO)([C@H](C)F)[C@@H](CCCCC)NN.CCCCCC.CCCCCC.CCCCCC.CCCCCC",
  "total_energy_ev": -64512.5353
}